1.
104
Properties=species:S:1:pos:R:3:forces:R:3:mulliken_charge:R:1 method="wB97M-V/def2-TZVPD" multiplicity=1 charge=+4 lumo_energy_ev=-11.99 homo_lumo_gap_ev=3.063 fmax_ha_per_bohr=0.0678
Ca -1.443 -0.370 -4.007 -0.1 -0.3 0.2 1.481
Ca 1.764 -2.220 1.052 0.8 -0.7 0.2 1.427
Ca -2.897 0.622 1.337 0.5 -0.4 -0.9 1.499
S -0.824 -0.392 -0.553 1.3 -1.0 0.7 1.673
O -0.923 0.782 0.316 0.8 1.9 1.3 -0.621
O -2.115 -0.997 -0.299 -3.1 -1.4 0.7 -1.295
O -0.688 0.010 -1.951 0.4 0.1 -0.5 -0.222
O 0.207 -1.369 -0.143 -1.0 1.7 -1.3 -0.235
C -1.853 -4.462 5.755 0.0 0.5 0.8 -0.805
O -0.668 -4.042 5.062 -0.9 0.3 -0.2 -0.285
C -0.093 -5.075 4.321 0.7 0.0 -0.7 -0.734
C 0.916 -4.451 3.345 -0.3 -0.3 0.2 -1.005
N 0.224 -3.487 2.379 0.9 -0.6 0.8 0.271
C -0.581 -4.118 1.323 -0.7 0.0 0.3 -0.341
C 0.239 -4.974 0.393 -0.3 -0.3 -0.2 -0.900
O 1.226 -4.183 -0.278 0.1 1.3 0.9 -0.133
C 1.953 -4.876 -1.271 -0.1 -1.1 -0.1 -1.002
H -2.698 -4.648 5.092 0.2 -0.4 -0.3 0.321
H -2.189 -3.666 6.421 0.4 0.3 -0.1 0.261
H -1.639 -5.291 6.430 0.0 -0.3 -0.3 0.334
H -0.776 -5.616 3.667 -0.7 -0.1 0.2 0.337
H 0.355 -5.818 4.980 0.3 0.0 0.0 0.560
H 1.428 -5.263 2.829 -0.1 0.1 -0.3 0.408
H 1.709 -3.947 3.899 -0.2 0.5 0.0 0.380
H -0.425 -3.024 3.000 -0.2 0.3 0.2 0.075
H -1.148 -3.358 0.784 0.5 0.4 -0.3 -0.191
H -1.420 -4.657 1.765 0.2 -0.8 0.0 0.616
H -0.408 -5.419 -0.363 -0.1 -0.2 0.0 0.552
H 0.719 -5.772 0.960 0.1 -0.2 -0.2 0.594
H 2.410 -5.754 -0.814 0.1 -0.1 -0.2 0.333
H 2.744 -4.273 -1.716 -0.2 0.3 0.2 0.289
H 1.236 -5.207 -2.023 0.2 -0.1 -0.3 0.281
C 0.867 -2.684 -3.693 0.6 0.7 -0.1 -0.713
O -0.542 -2.502 -3.789 -0.6 0.6 -0.4 -0.484
C -1.305 -3.268 -2.879 -1.4 -0.9 0.2 0.798
C -2.810 -3.025 -3.026 0.4 0.4 -1.1 -1.043
N -3.128 -1.624 -2.774 -0.8 0.6 -0.5 0.645
C -4.580 -1.314 -2.962 -0.7 -0.5 1.6 -0.863
C -5.484 -2.168 -1.974 0.8 0.7 -1.3 -0.766
O -5.098 -2.056 -0.620 0.9 0.9 -0.7 -0.153
C -5.893 -2.887 0.199 -0.2 0.1 0.3 -0.799
H 1.267 -2.067 -4.498 0.3 -0.3 -0.1 0.331
H 1.215 -3.711 -3.801 -0.4 0.0 -0.2 0.346
H 1.218 -2.267 -2.749 0.0 -0.1 0.2 0.119
H -1.055 -3.014 -1.849 0.5 -0.3 0.1 -0.697
H -1.187 -4.323 -3.127 0.5 -0.1 0.4 0.658
H -3.352 -3.691 -2.355 0.1 -0.2 -0.1 0.302
H -3.139 -3.163 -4.056 0.1 -0.8 -0.1 0.499
H -2.979 -1.518 -1.780 0.1 0.5 0.3 -0.342
H -4.976 -1.487 -3.963 0.4 -0.3 -0.2 0.408
H -4.714 -0.244 -2.803 0.0 0.1 0.3 0.321
H -5.351 -3.198 -2.305 -0.4 -0.3 0.1 0.424
H -6.521 -1.874 -2.133 -0.1 0.0 0.1 0.519
H -5.478 -2.850 1.206 0.1 -0.2 -0.1 0.223
H -5.864 -3.900 -0.204 -0.3 -0.1 0.3 0.361
H -6.901 -2.477 0.254 -0.2 -0.3 -0.1 0.338
C 1.081 -0.388 3.748 -0.2 0.0 -0.3 -0.769
O 1.510 -0.364 2.370 -1.1 -0.6 0.5 -0.225
C 2.270 0.776 2.024 -0.5 1.2 -0.2 -1.092
C 2.500 0.781 0.492 0.1 0.0 2.0 0.241
N 3.154 -0.488 0.209 0.7 0.5 -1.4 -0.262
C 3.444 -0.635 -1.233 0.2 -0.4 -0.6 -0.085
C 4.536 0.318 -1.736 0.2 -1.3 -0.1 -0.956
O 5.626 0.198 -0.861 0.0 0.5 0.5 -0.367
C 6.914 0.713 -1.365 -1.5 -0.3 0.1 -0.759
H 0.420 0.440 4.004 0.5 0.6 -0.2 0.298
H 1.978 -0.401 4.367 -0.3 -0.1 0.4 0.303
H 0.408 -1.234 3.887 0.6 -0.5 0.1 0.115
H 3.140 0.784 2.681 0.7 -0.1 -0.6 0.599
H 1.740 1.673 2.343 -0.3 0.2 -0.2 0.577
H 3.105 1.666 0.294 0.1 0.0 -0.4 0.572
H 1.572 0.812 -0.079 0.1 0.3 0.3 -0.770
H 4.117 -0.365 0.488 0.6 -0.2 1.0 0.333
H 2.580 -0.487 -1.880 -0.4 0.0 0.3 -0.073
H 3.746 -1.677 -1.336 0.3 -0.1 -0.4 0.219
H 4.064 1.293 -1.853 0.5 0.6 0.2 0.367
H 4.846 -0.031 -2.721 -0.2 0.1 -0.4 0.545
H 6.699 1.711 -1.747 0.5 0.0 -0.1 0.332
H 7.228 0.014 -2.140 0.3 0.3 0.0 0.313
H 7.607 0.747 -0.524 -0.2 -0.1 -0.2 0.261
C -3.337 9.456 0.503 -1.1 0.7 1.4 -0.764
O -2.234 8.791 -0.013 0.1 -0.2 -1.1 -0.298
C -1.048 9.490 0.287 2.2 -2.1 -0.5 -0.591
C 0.188 8.772 -0.484 -0.5 1.6 0.6 -0.800
N 0.588 7.464 0.026 -0.5 -0.8 -0.4 -0.319
C 1.651 6.818 -0.744 0.3 -1.4 0.5 -0.907
C 1.803 5.311 -0.321 -0.5 1.3 -0.6 -0.415
O 0.552 4.642 -0.669 1.3 0.3 -0.1 -0.341
C 0.611 3.229 -0.761 -1.0 1.7 1.3 -0.383
H -4.333 9.188 0.151 0.4 -0.6 -0.9 0.255
H -3.271 10.538 0.392 0.2 0.1 -0.1 0.302
H -3.432 9.243 1.568 0.3 0.2 0.5 0.320
H -0.833 9.361 1.348 0.0 0.3 0.3 0.315
H -1.101 10.552 0.045 0.0 0.0 -0.2 0.484
H 1.070 9.403 -0.370 -0.1 0.4 0.2 0.464
H -0.003 8.782 -1.557 -0.4 -0.2 -0.2 0.387
H -0.200 6.851 -0.123 -0.5 -0.1 0.3 0.218
H 2.611 7.296 -0.551 0.0 0.1 -0.1 0.439
H 1.506 6.723 -1.820 -0.3 0.7 -0.4 0.362
H 2.098 5.311 0.728 -0.6 -0.6 0.4 0.318
H 2.612 4.847 -0.886 0.1 0.0 -0.2 0.388
H 0.757 2.898 0.268 0.3 -0.7 0.0 0.092
H 1.338 2.795 -1.447 0.2 0.2 -0.2 0.218
H -0.427 3.012 -1.013 0.2 -0.6 -0.4 0.186

2.
105
Properties=species:S:1:pos:R:3:forces:R:3:mulliken_charge:R:1 method="wB97M-V/def2-TZVPD" relative_energy_kj_mol=258.3 multiplicity=1 charge=+1 lumo_energy_ev=-1.83 homo_lumo_gap_ev=10.726 fmax_ha_per_bohr=0.0961
K -10.867 -14.825 -9.352 -0.3 -0.5 -0.4 1.179
C -16.062 -20.425 -11.648 0.9 0.8 0.5 -1.148
C -15.877 -19.308 -10.551 -0.5 -0.1 -1.7 -0.281
O -14.569 -18.652 -10.694 0.1 1.0 1.3 -0.173
P -14.481 -17.032 -10.433 -1.2 -2.1 0.3 0.495
O -13.112 -16.573 -10.115 -0.7 0.1 -0.6 -0.301
O -15.577 -16.757 -9.263 2.4 -2.6 -1.5 -0.387
C -15.884 -15.457 -8.872 -0.2 1.5 -1.2 0.910
C -17.305 -15.345 -9.293 -2.2 0.5 1.2 -1.710
O -15.235 -16.541 -11.776 0.2 0.2 2.5 -0.275
C -14.733 -16.821 -13.051 -0.9 0.2 -2.1 -0.022
C -13.733 -15.792 -13.421 1.6 1.2 0.1 -0.993
H -15.496 -21.327 -11.413 0.1 0.1 0.0 0.322
H -17.086 -20.723 -11.868 -0.2 0.3 0.6 0.368
H -15.695 -20.006 -12.586 0.2 -0.1 0.0 0.254
H -16.577 -18.514 -10.810 -0.5 -0.3 0.5 0.280
H -16.012 -19.676 -9.535 0.1 0.2 -0.1 0.342
H -15.720 -15.299 -7.807 0.0 -0.2 -0.1 0.224
H -15.270 -14.782 -9.469 0.1 0.4 0.4 -0.268
H -17.854 -14.467 -8.951 0.5 0.5 -0.1 0.445
H -17.537 -15.484 -10.349 0.5 0.0 0.0 0.329
H -17.837 -16.110 -8.727 -0.1 -0.4 -0.3 0.417
H -14.387 -17.835 -13.254 0.3 -0.2 0.9 0.092
H -15.623 -16.763 -13.680 0.0 0.2 -0.2 0.367
H -14.074 -14.757 -13.425 -0.7 -0.1 -0.1 0.216
H -12.975 -15.758 -12.638 0.3 -0.3 0.0 0.113
H -13.191 -15.919 -14.358 -0.3 -0.4 -0.1 0.404
C -6.096 -15.466 -8.456 1.4 -0.8 -1.1 -1.073
C -6.083 -14.940 -7.068 -1.1 -1.2 -0.2 -0.404
O -6.546 -13.649 -6.896 -2.7 3.9 -1.3 -0.316
P -7.857 -12.983 -7.681 1.4 0.1 1.0 0.278
O -8.665 -13.927 -8.529 1.1 1.4 1.2 -0.128
O -8.678 -12.257 -6.489 1.0 -0.3 -1.4 -0.166
C -9.635 -12.883 -5.662 -1.4 -0.8 0.6 0.084
C -9.147 -13.234 -4.281 1.0 -0.2 -0.4 -1.273
O -7.180 -11.688 -8.417 -0.4 -2.5 1.1 -0.348
C -8.000 -10.859 -9.221 -1.0 1.5 0.3 -0.158
C -8.551 -9.690 -8.361 -0.5 -0.1 -0.7 -0.844
H -5.406 -16.311 -8.415 -0.3 -0.5 0.0 0.530
H -7.068 -15.803 -8.814 0.1 0.2 0.1 0.205
H -5.578 -14.864 -9.203 -0.4 0.6 0.0 0.406
H -6.869 -15.536 -6.602 0.8 -0.7 0.9 0.257
H -5.087 -14.961 -6.628 -0.3 -0.3 0.2 0.334
H -10.516 -12.251 -5.539 0.3 0.6 -0.3 0.234
H -10.085 -13.771 -6.108 0.4 -0.2 -0.4 0.141
H -8.358 -13.985 -4.346 0.0 -0.2 0.0 0.257
H -8.669 -12.380 -3.802 -0.4 0.1 0.2 0.326
H -9.987 -13.663 -3.735 0.1 0.2 0.3 0.393
H -7.394 -10.452 -10.030 0.2 -0.2 0.1 0.350
H -8.808 -11.422 -9.688 -0.1 -0.2 0.1 0.107
H -7.746 -9.046 -8.009 0.0 -0.2 0.2 0.311
H -9.235 -9.050 -8.920 0.3 0.1 -0.7 0.337
H -9.231 -10.000 -7.568 0.6 -0.4 0.4 0.123
C -5.373 -17.327 -12.298 -0.7 0.1 -0.5 -1.262
C -6.537 -17.270 -11.328 2.0 -0.5 1.6 0.023
O -7.578 -18.156 -11.734 -2.6 0.8 -0.7 -0.322
P -8.968 -17.486 -12.261 -1.1 1.2 0.0 0.450
O -9.577 -16.382 -11.418 1.4 -1.9 -1.0 -0.150
O -8.609 -16.886 -13.717 -0.4 0.8 3.0 -0.332
C -8.552 -17.559 -14.914 -1.2 -2.7 -1.4 -0.234
C -7.175 -17.999 -15.330 -0.1 1.0 -0.1 -1.059
O -10.023 -18.717 -12.511 3.3 1.8 -2.4 -0.318
C -10.703 -19.230 -11.431 -0.8 1.7 3.2 0.095
C -12.004 -19.789 -11.821 -0.3 -1.3 -1.2 -1.120
H -5.628 -16.613 -13.081 0.6 -0.2 -0.3 0.266
H -4.402 -17.104 -11.856 -0.2 0.3 0.2 0.402
H -5.318 -18.338 -12.701 0.1 0.1 -0.1 0.256
H -6.194 -17.691 -10.382 -0.1 -0.1 0.1 0.428
H -6.777 -16.239 -11.068 -0.9 -0.1 -0.5 0.114
H -9.193 -18.435 -14.799 0.0 -0.3 -0.2 0.250
H -9.065 -17.000 -15.697 0.3 0.6 0.1 0.410
H -6.745 -18.767 -14.688 -0.1 0.1 -0.1 0.217
H -7.235 -18.319 -16.371 0.2 -0.2 0.1 0.426
H -6.593 -17.078 -15.288 0.6 -0.3 -0.1 0.223
H -10.056 -19.884 -10.845 -0.1 -0.3 -0.1 0.274
H -10.949 -18.341 -10.847 0.2 -0.1 0.8 0.076
H -12.575 -19.089 -12.430 0.2 0.0 -0.1 0.040
H -11.718 -20.658 -12.416 -0.8 -0.3 -0.2 0.424
H -12.677 -20.062 -11.011 0.5 -0.1 0.2 0.366
C -15.821 -12.021 -11.214 0.0 -0.5 -0.6 -1.347
C -15.024 -11.520 -10.040 -0.8 0.5 0.1 0.023
O -14.310 -12.639 -9.471 1.2 -0.3 1.8 0.124
P -13.690 -12.608 -7.959 -2.4 2.2 0.1 0.113
O -12.494 -13.413 -7.731 0.3 -0.6 -0.4 -0.209
O -14.961 -12.958 -6.975 1.9 2.2 -2.1 -0.265
C -14.712 -13.279 -5.595 -0.8 -1.5 0.5 -0.223
C -16.112 -13.510 -5.002 0.6 -0.8 -0.1 -1.218
O -13.431 -11.013 -7.697 -2.4 -2.3 0.4 -0.402
C -12.354 -10.404 -8.296 2.7 1.7 0.5 0.222
C -12.519 -8.892 -8.526 -0.7 -0.5 -0.9 -1.432
H -16.560 -12.782 -10.963 0.0 0.1 0.3 0.259
H -16.338 -11.232 -11.759 0.0 0.2 0.3 0.427
H -15.154 -12.479 -11.946 0.1 -0.1 0.0 0.271
H -14.361 -10.724 -10.378 0.4 -0.2 0.1 0.098
H -15.654 -11.076 -9.269 -0.1 -0.1 0.0 0.411
H -14.077 -14.153 -5.746 -0.2 -0.5 1.1 0.316
H -14.194 -12.620 -4.897 0.3 0.9 -0.9 0.368
H -16.056 -14.058 -4.061 0.2 0.1 0.1 0.401
H -16.636 -12.576 -4.802 0.1 0.0 -0.3 0.316
H -16.677 -14.147 -5.682 -0.2 0.2 0.0 0.239
H -11.526 -10.468 -7.588 0.3 -0.2 0.1 0.029
H -11.962 -10.922 -9.173 -0.5 0.0 -0.4 0.293
H -11.708 -8.581 -9.186 0.2 0.1 0.2 0.368
H -13.427 -8.685 -9.094 -0.1 0.0 0.0 0.376
H -12.551 -8.257 -7.642 0.2 -0.4 0.2 0.339

Number 1: E_HOMO -0.5534 hartree. Number 2: E_HOMO -0.4613 hartree.